43
Properties=species:S:1:pos:R:3:nbo_charge:R:1 method="wB97M-V/def2-TZVPD" e_tot_ha=-995.1675 lumo_energy_ev=0.32 relative_energy_kj_mol=404.4 homo_ev=-9.17 multiplicity=1
C 5.22080 -0.47124 -0.77997 -0.631
C 4.56278 0.58570 0.21043 -0.415
C 3.06068 0.89829 -0.03833 -0.207
C 2.64862 2.27058 0.59182 -0.621
C 1.96822 -0.04485 0.64240 -0.146
N 2.51267 -0.50802 1.86882 -0.837
C 1.62420 -1.30041 -0.10128 0.691
O 2.31360 -2.30644 0.00129 -0.620
N 0.50332 -1.38784 -0.99447 -0.643
C -0.64006 -0.58857 -1.03989 -0.159
C -1.51342 -0.94005 0.28033 -0.436
C -2.98326 -0.53656 0.26826 -0.100
C -3.52760 0.61354 0.91713 -0.217
C -4.91181 0.87560 0.97377 -0.241
C -5.62436 0.18220 0.12446 0.289
O -6.96926 0.39790 0.09983 -0.670
C -5.16211 -0.88372 -0.60016 -0.249
C -3.85045 -1.27282 -0.49321 -0.179
C -0.42306 0.88146 -1.51271 0.785
O 0.60491 1.28922 -1.99445 -0.561
O -1.52234 1.61701 -1.29357 -0.705
H 6.22378 -0.81765 -0.31567 0.206
H 5.37535 -0.12173 -1.83143 0.214
H 4.76399 -1.44582 -0.77274 0.221
H 4.64281 0.38319 1.27802 0.222
H 5.06017 1.60805 -0.01985 0.208
H 2.84142 1.01382 -1.10320 0.228
H 2.44241 2.13807 1.72555 0.209
H 3.29456 3.25757 0.45713 0.221
H 1.61762 2.30237 0.17658 0.209
H 1.02938 0.45851 0.68422 0.194
H 3.26403 -1.20031 1.64472 0.390
H 1.86395 -0.89638 2.49942 0.363
H 0.36247 -2.20467 -1.57561 0.405
H -1.21551 -1.09225 -1.81250 0.226
H -0.96134 -0.73235 1.20871 0.226
H -1.37664 -2.13072 0.15389 0.234
H -2.86386 1.26922 1.51523 0.223
H -5.27564 1.73449 1.53659 0.242
H -7.46803 -0.37827 -0.30476 0.481
H -5.97452 -1.44759 -1.06801 0.208
H -3.43284 -2.25605 -0.71911 0.219
H -2.10558 1.18754 -0.48770 0.523

=====

43
Properties=species:S:1:pos:R:3:nbo_charge:R:1 method="wB97M-V/def2-TZVPD" e_tot_ha=-994.9547 lumo_energy_ev=0.68 relative_energy_kj_mol=963.1 homo_ev=-6.23 multiplicity=1
O 1.46671 -2.35425 -2.01423 -0.611
C 2.25500 -1.56328 -1.47630 0.652
C 1.86723 -0.95529 -0.10386 -0.144
C 2.50908 -1.68056 1.10489 -0.058
O 3.92371 -1.57946 1.09568 -0.729
N 0.40642 -0.95465 0.02273 -0.608
C -0.30157 -0.18806 0.85595 0.684
O 0.23335 0.61730 1.61489 -0.655
C -1.83387 -0.27990 0.73797 -0.295
C -2.45536 0.94196 0.02005 -0.390
C -3.60939 0.79268 1.00869 0.103
C -2.61832 0.17112 1.99647 -0.414
C -5.00247 0.42209 0.75511 -0.240
C -4.68839 1.83840 1.27275 -0.554
C -5.78646 2.41436 2.17755 -0.261
C -4.39750 2.80705 2.43027 -0.257
N 3.48753 -1.26905 -1.95870 -0.163
C 4.02218 0.09193 -2.04172 -0.239
C 4.77262 0.03332 -3.35542 -0.433
C 5.20171 -1.42072 -3.42980 -0.077
O 4.03938 -2.09048 -2.96457 -0.335
H 2.16739 0.09271 -0.08341 0.225
H 2.16286 -1.23908 2.04125 0.191
H 2.22014 -2.73331 1.12516 0.168
H 4.26800 -2.02205 1.87668 0.476
H -0.03614 -1.56635 -0.65171 0.427
H -2.15376 -1.23563 0.31818 0.218
H -1.93032 1.89106 0.15993 0.232
H -2.71044 0.83680 -1.03423 0.208
H -3.01473 -0.60711 2.64772 0.205
H -2.12580 0.92896 2.61099 0.237
H -5.30468 0.26557 -0.28123 0.208
H -5.45787 -0.32148 1.41067 0.187
H -6.47393 3.14620 1.75026 0.210
H -6.28530 1.75720 2.89190 0.185
H -3.90502 2.43710 3.33095 0.190
H -4.07724 3.82024 2.18184 0.211
H 3.25707 0.87190 -2.04024 0.216
H 4.69467 0.25199 -1.19565 0.212
H 4.10284 0.26610 -4.18668 0.215
H 5.60379 0.73797 -3.40101 0.225
H 5.45682 -1.73502 -4.44275 0.208
H 6.05026 -1.63817 -2.77695 0.172

=====

43
Properties=species:S:1:pos:R:3:nbo_charge:R:1 method="wB97M-V/def2-TZVPD" e_tot_ha=-995.0926 lumo_energy_ev=0.62 relative_energy_kj_mol=601.0 homo_ev=-8.90 multiplicity=1
O 1.40224 -1.33941 -1.91768 -0.616
C 2.01802 -0.48025 -1.31246 0.653
C 1.52176 -0.00112 0.05271 -0.151
C 1.99791 -0.94056 1.15493 -0.063
O 3.41937 -0.88659 1.19209 -0.739
N 0.07718 -0.02123 -0.00932 -0.608
C -0.68407 0.71692 0.83610 0.682
O -0.19247 1.41172 1.71266 -0.650
C -2.16914 0.65946 0.59592 -0.290
C -2.82126 1.95762 0.03922 -0.377
C -3.96860 1.72303 1.02384 -0.054
C -3.08522 0.78343 1.83548 -0.395
C -5.38003 1.61802 0.57289 -0.359
C -4.92978 2.78696 1.41949 -0.092
C -5.20206 2.90347 2.90030 -0.413
C -4.53680 4.01976 2.17662 -0.371
N 3.08150 0.17963 -1.82120 -0.152
C 4.18111 0.84150 -1.13400 -0.233
C 4.92736 1.43791 -2.31649 -0.436
C 4.80815 0.29735 -3.31515 -0.078
O 3.54001 -0.32235 -3.06022 -0.346
H 1.85026 1.01288 0.27855 0.227
H 1.55925 -0.60538 2.09712 0.189
H 1.64324 -1.94964 0.92237 0.173
H 3.73082 -1.45132 1.90482 0.479
H -0.32993 -0.59693 -0.73058 0.428
H -2.44748 -0.20082 -0.01538 0.207
H -2.22742 2.82347 0.34418 0.213
H -3.03459 2.00558 -1.02725 0.209
H -3.50434 -0.13806 2.23796 0.210
H -2.55692 1.32996 2.62122 0.229
H -5.68230 1.74298 -0.46072 0.215
H -6.00872 0.94783 1.14804 0.215
H -6.24563 3.09687 3.12601 0.204
H -4.68196 2.25426 3.59297 0.206
H -3.45870 4.08064 2.28686 0.214
H -5.01834 4.97487 2.01090 0.216
H 3.80230 1.57743 -0.43006 0.228
H 4.79196 0.11666 -0.59320 0.212
H 4.41441 2.32801 -2.67940 0.214
H 5.96100 1.68295 -2.08368 0.225
H 4.81092 0.61933 -4.35490 0.199
H 5.59454 -0.44610 -3.16215 0.175

=====

43
Properties=species:S:1:pos:R:3:nbo_charge:R:1 method="wB97M-V/def2-TZVPD" e_tot_ha=-995.1428 lumo_energy_ev=0.59 relative_energy_kj_mol=469.3 homo_ev=-8.90 multiplicity=1
C 4.53730 -1.87339 0.46580 -0.628
C 3.15813 -0.98810 0.72602 -0.398
C 2.29553 -0.68289 -0.51960 -0.230
C 3.07920 0.50373 -1.23451 -0.614
C 0.91153 -0.20750 -0.16275 -0.159
N 0.90386 0.64175 1.03252 -0.588
C 0.10817 1.68729 1.19363 0.662
O -0.13292 2.15889 2.34253 -0.663
C -0.60546 2.39201 0.04336 -0.146
N -0.15397 2.17555 -1.37987 -0.875
C -2.13822 2.46860 0.14210 -0.424
C -2.73006 1.03274 0.03803 -0.033
C -2.89789 0.44809 1.31767 -0.200
C -3.39600 -0.87756 1.28774 -0.236
C -3.56335 -1.66646 0.13396 0.295
O -3.90511 -2.92266 0.35919 -0.649
C -3.40055 -1.07037 -1.15960 -0.304
C -2.92590 0.28581 -1.20109 -0.268
C 0.04995 -1.53183 0.21967 0.812
O 0.14089 -2.17724 1.27936 -0.585
O -0.67335 -1.78222 -0.79180 -0.744
H 5.28780 -1.64047 -0.35955 0.220
H 5.21298 -1.65528 1.32994 0.212
H 4.26013 -2.86091 0.60311 0.209
H 3.52106 0.08257 0.86041 0.198
H 2.57528 -1.36300 1.53408 0.222
H 2.30977 -1.66572 -1.03604 0.219
H 2.85510 0.54691 -2.45236 0.213
H 4.17079 0.33118 -1.01774 0.211
H 2.74180 1.40098 -0.71519 0.216
H 0.30705 0.36377 -0.75007 0.249
H 1.26527 0.28383 1.90150 0.421
H -0.33071 3.37065 0.09165 0.230
H 0.17344 3.03459 -1.88571 0.385
H -0.75851 1.65768 -1.96917 0.358
H -2.59647 3.19330 -0.53285 0.224
H -2.44205 2.85309 1.11768 0.238
H -2.49245 0.99268 2.19552 0.259
H -3.62234 -1.41085 2.17452 0.226
H -3.50306 -3.44592 -0.29464 0.484
H -3.54882 -1.71463 -2.00365 0.226
H -2.61588 0.76633 -2.12049 0.219
H -1.43199 -1.13505 -0.80330 0.538